[1]
13
Properties=species:S:1:pos:R:3:nbo_charge:R:1 method="wB97M-V/def2-TZVPD" molar_mass_da=154.1 total_energy_ha=-2999.131844 orbital_gap_ev="8.7 / 7.1" homo_energy_ha="-0.3327 / -0.2608" e_above_lowest_kcal_mol=90.40
Br 0.126 -0.217 3.043 -0.30
Si 1.325 -1.451 1.625 0.65
N -0.548 -0.138 -0.703 -0.28
C 0.331 0.474 -1.630 -0.48
C -1.519 0.710 -0.073 -0.50
H -2.583 0.310 -0.143 0.22
H -1.447 1.775 -0.548 0.17
H -1.233 0.754 1.037 0.23
H 0.823 1.328 -1.118 0.19
H 2.598 -1.076 1.129 -0.17
H 1.133 -2.969 1.903 -0.14
H -0.151 0.802 -2.565 0.21
H 1.144 -0.300 -1.957 0.20

***

[2]
18
Properties=species:S:1:pos:R:3:nbo_charge:R:1 method="wB97M-V/def2-TZVPD" multiplicity=2 molar_mass_da=219.1 total_energy_ha=-2550.769020 orbital_gap_ev="3.3 / 2.3" homo_energy_ha="-0.4278 / -0.4276" s_squared=0.75 charge=+1 e_above_lowest_kcal_mol=104.44
Cu 3.768 1.968 -5.650 1.00
Cl 3.057 1.145 -2.200 0.00
O 1.072 -2.883 3.255 -0.65
O -4.155 2.180 -1.061 -0.65
N -1.904 2.301 -1.413 -0.83
N 2.174 -2.698 1.281 -0.84
N -2.731 0.738 -0.304 -0.81
N 1.377 -0.886 2.261 -0.84
C 1.525 -2.205 2.330 0.75
C -3.012 1.798 -0.965 0.74
H 0.785 -0.516 2.991 0.43
H 2.430 -2.025 0.572 0.36
H 2.462 -3.666 1.273 0.42
H 1.616 -0.603 1.322 0.36
H -2.141 2.891 -2.197 0.40
H -3.495 0.300 0.192 0.41
H -1.829 0.293 -0.393 0.37
H -0.999 1.868 -1.294 0.38

***

[3]
15
Properties=species:S:1:pos:R:3:nbo_charge:R:1 method="wB97M-V/def2-TZVPD" molar_mass_da=127.6 total_energy_ha=-800.863000 orbital_gap_ev=10.6 homo_energy_ha=-0.5301 charge=+1 e_above_lowest_kcal_mol=70.62
Cl -4.423 0.161 -0.569 0.27
O -3.372 0.001 0.732 -0.77
O -0.941 0.680 -0.457 -0.59
N 0.163 -1.019 0.519 -0.74
N 2.591 -0.314 -0.384 -0.84
C 1.501 0.748 -0.519 -0.34
C 0.204 0.189 -0.106 0.73
H 1.442 0.900 -1.566 0.26
H 3.148 -0.354 -1.230 0.39
H -0.779 -1.471 0.791 0.44
H 1.083 -1.381 1.036 0.48
H 1.851 1.574 0.087 0.27
H 3.303 -0.114 0.256 0.38
H -3.998 0.143 1.478 0.53
H -1.773 0.258 -0.068 0.54

***

[4]
22
Properties=species:S:1:pos:R:3:nbo_charge:R:1 method="wB97M-V/def2-TZVPD" multiplicity=2 molar_mass_da=377.1 total_energy_ha=-1602.988654 orbital_gap_ev="9.1 / 4.4" homo_energy_ha="-0.5198 / -0.5198" s_squared=0.76 charge=+1
Cs -0.916 1.072 -1.479 0.99
S -0.070 -0.381 2.796 2.30
S -2.239 -0.553 1.835 2.33
F 1.375 -0.400 2.239 -0.46
F -3.086 -0.121 0.462 -0.52
O -0.568 -1.740 -0.624 -0.73
O -2.629 -1.946 1.908 -0.64
O -2.928 0.355 2.786 -0.58
O 0.025 0.827 3.597 -0.78
O 0.812 2.848 -3.543 -0.74
O -0.148 -1.659 3.520 -0.76
N -0.896 -0.137 1.261 -0.93
C 0.406 -2.739 -0.154 -0.28
C 1.952 2.831 -2.811 -0.23
H 1.298 -2.285 0.279 0.18
H 2.870 2.705 -3.385 0.19
H 1.797 2.036 -2.082 0.13
H -0.062 -3.205 0.713 0.19
H 0.565 -3.501 -0.916 0.23
H 2.051 3.709 -2.172 0.17
H -0.575 -1.101 0.092 0.44
H 0.968 3.383 -4.324 0.49

***

[5]
13
Properties=species:S:1:pos:R:3:nbo_charge:R:1 method="wB97M-V/def2-TZVPD" molar_mass_da=197.0 total_energy_ha=-251.382599 orbital_gap_ev=10.4 homo_energy_ha=-0.5100 charge=+1 e_above_lowest_kcal_mol=25.76
Cs -20.449 27.099 1.476 0.99
O -17.067 25.220 1.775 -0.75
O -18.638 27.732 -0.792 -0.78
C -18.993 28.934 -1.467 -0.25
C -17.524 25.429 3.192 -0.25
H -19.909 29.317 -1.017 0.16
H -17.626 24.399 3.533 0.20
H -19.163 28.717 -2.521 0.19
H -16.885 25.931 3.918 0.20
H -18.501 25.905 3.108 0.12
H -18.203 29.669 -1.307 0.19
H -16.112 25.321 1.753 0.48
H -17.853 27.383 -1.222 0.49

***

[6]
13
Properties=species:S:1:pos:R:3:nbo_charge:R:1 method="wB97M-V/def2-TZVPD" molar_mass_da=79.1 total_energy_ha=-290.015168 orbital_gap_ev=10.5 homo_energy_ha=-0.5634 charge=+1 e_above_lowest_kcal_mol=49.32
F -2.075 0.585 -0.149 -0.26
N -2.211 -0.736 0.165 -0.43
N 0.344 -1.034 -0.860 -0.60
C 1.186 -0.195 -0.369 0.35
C 1.471 -0.135 1.015 -0.73
H 0.947 0.677 1.315 0.28
H 0.106 -0.857 -1.792 0.42
H 1.015 -0.981 1.565 0.25
H 1.506 0.535 -1.065 0.23
H 2.544 -0.034 1.465 0.31
H -2.607 -1.077 -0.778 0.34
H -0.368 -1.544 -0.344 0.45
H -3.125 -0.751 0.759 0.38

***

[7]
12
Properties=species:S:1:pos:R:3:nbo_charge:R:1 method="wB97M-V/def2-TZVPD" multiplicity=2 molar_mass_da=60.1 total_energy_ha=-190.406699 orbital_gap_ev="3.2 / 8.1" homo_energy_ha="0.0468 / -0.1425" s_squared=0.75 charge=-1 e_above_lowest_kcal_mol=24.38
N 1.083 0.437 0.755 -0.87
N -0.998 1.367 -1.091 -1.64
C 0.198 -1.802 0.205 -0.63
C 0.741 -0.878 1.009 0.01
H 1.534 0.929 1.502 0.36
H -0.982 0.703 -1.876 0.30
H 0.596 -2.013 -0.783 0.19
H 0.644 -1.001 2.108 0.13
H -0.842 2.258 -1.591 0.26
H -0.628 -2.395 0.570 0.19
H -1.968 1.485 -0.774 0.28
H 0.622 0.911 -0.034 0.43

***

[8]
12
Properties=species:S:1:pos:R:3:nbo_charge:R:1 method="wB97M-V/def2-TZVPD" molar_mass_da=60.1 total_energy_ha=-190.414391 orbital_gap_ev=10.3 homo_energy_ha=-0.3420 smiles="C=N.CN" e_above_lowest_kcal_mol=53.00
N 3.563 0.564 0.546 -0.80
N -4.271 0.871 -0.638 -0.64
C -3.661 -0.254 -0.735 -0.04
C 3.443 -0.913 0.773 -0.43
H -2.735 -0.067 -1.302 0.18
H -4.084 -1.201 -0.383 0.16
H 3.512 0.530 -0.478 0.34
H 2.426 -1.313 0.580 0.19
H 3.722 -1.245 1.772 0.19
H -5.267 0.794 -0.865 0.35
H 4.093 -1.557 0.163 0.17
H 4.551 0.840 0.586 0.34

***

[9]
13
Properties=species:S:1:pos:R:3:nbo_charge:R:1 method="wB97M-V/def2-TZVPD" molar_mass_da=76.1 total_energy_ha=-265.733170 orbital_gap_ev=10.1 homo_energy_ha=-0.3380 smiles="C/N=C/N.O" e_above_lowest_kcal_mol=31.36
O 1.230 -0.563 -1.912 -0.99
N -1.520 -0.844 -0.384 -0.81
N 0.259 0.358 0.472 -0.54
C -0.929 -0.111 0.578 0.29
C 0.749 1.276 1.465 -0.42
H 1.826 1.306 1.580 0.21
H 0.820 -0.180 -1.080 0.48
H 0.441 2.292 1.172 0.19
H -1.079 -1.388 -1.096 0.42
H 1.763 -1.242 -1.468 0.45
H -2.525 -0.735 -0.412 0.39
H -1.540 0.301 1.381 0.15
H 0.240 1.157 2.433 0.17

***

[10]
13
Properties=species:S:1:pos:R:3:nbo_charge:R:1 method="wB97M-V/def2-TZVPD" molar_mass_da=76.1 total_energy_ha=-265.604010 orbital_gap_ev=10.2 homo_energy_ha=-0.3378 e_above_lowest_kcal_mol=112.41
O -0.095 0.671 -0.650 -0.68
N 1.189 0.822 1.373 -0.79
N -0.198 -1.074 1.219 -0.82
C 0.442 -0.118 0.753 0.79
C -1.413 0.375 -1.059 -0.26
H 1.819 0.508 2.094 0.41
H -2.102 1.190 -0.831 0.18
H -1.367 0.168 -2.132 0.18
H 0.051 -2.028 1.007 0.41
H -1.854 -0.536 -0.635 0.19
H 1.382 1.668 0.863 0.42
H 1.216 -1.166 -0.741 -0.13
H 0.932 -0.479 -1.260 0.13

***

[11]
13
Properties=species:S:1:pos:R:3:nbo_charge:R:1 method="wB97M-V/def2-TZVPD" molar_mass_da=76.1 total_energy_ha=-265.627822 orbital_gap_ev=8.2 homo_energy_ha=-0.2692 e_above_lowest_kcal_mol=97.47
O -2.115 0.481 -0.646 -0.71
N 1.243 1.440 0.089 -1.26
N 0.628 -1.682 0.248 -0.76
C -1.072 0.055 0.194 -0.21
C -0.130 -0.789 -0.414 0.18
H -1.458 -0.275 1.160 0.17
H -2.403 1.348 -0.332 0.47
H 1.508 1.692 -0.866 0.36
H 1.981 1.293 0.780 0.36
H -0.018 1.142 0.304 0.39
H 0.420 -1.857 1.222 0.40
H 0.071 -0.673 -1.471 0.21
H 1.344 -2.175 -0.268 0.41

***

[12]
13
Properties=species:S:1:pos:R:3:nbo_charge:R:1 method="wB97M-V/def2-TZVPD" molar_mass_da=76.1 total_energy_ha=-265.667908 orbital_gap_ev=9.3 homo_energy_ha=-0.3299 smiles="C=O.NCN" e_above_lowest_kcal_mol=72.31
O 0.346 -4.615 2.453 -0.50
N -0.357 2.823 -0.191 -0.86
N 0.540 2.329 -2.585 -0.84
C 0.053 1.813 -1.311 -0.05
C -0.159 -5.536 3.196 0.23
H 1.277 3.049 -2.490 0.36
H -0.984 3.431 -0.716 0.34
H 0.327 3.472 0.193 0.35
H -0.585 -6.535 2.870 0.14
H -0.341 2.714 -3.076 0.35
H 0.153 -5.391 4.208 0.13
H 0.624 1.058 -0.904 0.18
H -0.893 1.388 -1.647 0.17

***

[13]
13
Properties=species:S:1:pos:R:3:nbo_charge:R:1 method="wB97M-V/def2-TZVPD" molar_mass_da=76.1 total_energy_ha=-265.566307 orbital_gap_ev=6.0 homo_energy_ha=-0.2131 smiles="N/C=C/N.O" e_above_lowest_kcal_mol=136.07
O 2.479 2.119 -2.628 -0.92
N -1.373 -0.181 2.406 -0.83
N -0.870 -1.430 -0.698 -0.87
C -0.361 -0.568 1.463 0.05
C -0.333 -0.383 0.102 -0.25
H 2.132 2.800 -3.171 0.46
H -1.574 -2.037 -0.182 0.38
H 1.910 1.381 -2.937 0.46
H 0.590 0.071 0.026 0.19
H -1.997 0.666 2.148 0.39
H 0.381 -1.091 2.025 0.15
H -0.854 0.096 3.291 0.38
H -0.548 -1.849 -1.530 0.39

***

[14]
13
Properties=species:S:1:pos:R:3:nbo_charge:R:1 method="wB97M-V/def2-TZVPD" molar_mass_da=76.1 total_energy_ha=-265.733507 orbital_gap_ev=9.7 homo_energy_ha=-0.3181 smiles="[H]/N=C/NC.O" e_above_lowest_kcal_mol=31.15
O 2.287 -0.265 0.786 -0.95
N -0.437 -1.675 0.133 -0.83
N -0.365 0.533 -0.202 -0.61
C -0.784 1.859 -0.537 -0.41
C -1.056 -0.601 -0.241 0.30
H 1.545 -0.697 1.223 0.49
H -0.798 -2.579 -0.132 0.35
H 2.455 -0.887 0.092 0.47
H -0.958 2.574 0.275 0.19
H -1.730 1.887 -1.098 0.20
H -2.111 -0.518 -0.483 0.15
H -0.024 2.322 -1.191 0.20
H 0.611 0.475 0.061 0.42

***

[15]
14
Properties=species:S:1:pos:R:3:nbo_charge:R:1 method="wB97M-V/def2-TZVPD" molar_mass_da=92.1 total_energy_ha=-340.976164 orbital_gap_ev=10.8 homo_energy_ha=-0.3605 smiles="O/C=N/CO.N" e_above_lowest_kcal_mol=34.05
O -1.614 -1.683 0.204 -0.65
O 0.897 1.703 -0.384 -0.72
N -1.075 0.489 -0.125 -0.57
N 1.275 -1.143 1.093 -1.09
C -0.378 1.462 -0.915 0.08
C -1.067 -0.714 -0.497 0.46
H 0.782 1.955 0.540 0.47
H 1.540 -0.846 2.032 0.36
H -1.893 -1.330 1.061 0.49
H 1.516 -0.385 0.458 0.37
H 1.859 -1.943 0.855 0.36
H -0.206 1.127 -1.949 0.15
H -0.660 -1.073 -1.450 0.14
H -0.978 2.383 -0.923 0.16

***

[16]
14
Properties=species:S:1:pos:R:3:nbo_charge:R:1 method="wB97M-V/def2-TZVPD" molar_mass_da=92.1 total_energy_ha=-340.952624 orbital_gap_ev=10.0 homo_energy_ha=-0.3473 smiles="NCNC=O.O" e_above_lowest_kcal_mol=48.82
O 2.302 0.146 -1.865 -0.58
O -2.665 0.634 3.477 -0.92
N 0.796 0.235 -0.207 -0.64
N -1.326 -0.981 -0.498 -0.86
C 0.148 -0.917 -0.788 -0.07
C 1.910 0.773 -0.888 0.51
H -1.756 -0.135 -0.812 0.34
H 0.318 -0.836 -1.929 0.20
H 2.333 1.475 -0.172 0.14
H 0.536 -1.848 -0.218 0.20
H -1.826 -1.773 -0.928 0.38
H -3.438 1.084 3.298 0.46
H -2.139 0.900 2.717 0.46
H 0.248 0.975 0.140 0.37

***

[17]
14
Properties=species:S:1:pos:R:3:nbo_charge:R:1 method="wB97M-V/def2-TZVPD" molar_mass_da=92.1 total_energy_ha=-340.963573 orbital_gap_ev=10.6 homo_energy_ha=-0.3687 smiles="NC=O.NCO" e_above_lowest_kcal_mol=41.95
O 2.877 -1.716 -1.941 -0.60
O -3.617 0.979 0.569 -0.74
N -1.412 2.318 1.095 -0.83
N 2.822 -2.034 0.386 -0.84
C 2.301 -1.703 -0.849 0.52
C -2.351 1.691 0.189 0.07
H -1.082 1.606 1.660 0.35
H 1.314 -1.088 -0.819 0.11
H -1.625 3.107 1.664 0.37
H 2.265 -2.001 1.245 0.41
H -1.740 0.937 -0.293 0.17
H 3.782 -2.366 0.384 0.40
H -2.619 2.410 -0.603 0.16
H -3.941 1.366 1.335 0.46